Entry 1:
Density functional theory data (ωB97M-V/def2-TZVPD) for an isolated molecule of C24H30N4O3.

CARTESIAN COORDINATES (ANGSTROEM)
O  -2.552  0.646  0.787
C  -1.877  1.144  -0.086
C  -0.946  0.297  -0.936
C  0.257  1.015  -1.566
C  1.350  -0.020  -1.761
O  1.247  -0.864  -2.643
N  2.403  -0.011  -0.917
C  3.428  -1.026  -1.119
C  3.069  -2.313  -0.356
O  3.639  -2.647  0.664
N  2.055  -2.973  -0.927
C  1.422  -4.141  -0.353
C  -0.047  -3.847  -0.027
C  -0.876  -3.653  -1.295
C  -0.770  -4.883  -2.191
C  0.687  -5.143  -2.559
C  1.532  -5.339  -1.302
C  2.581  0.915  0.192
C  1.479  0.876  1.225
C  1.103  -0.331  1.802
C  0.094  -0.369  2.748
C  -0.539  0.798  3.139
C  -0.155  2.006  2.586
C  0.845  2.043  1.630
N  -1.892  2.470  -0.398
C  -2.526  3.514  0.266
C  -3.338  3.347  1.387
C  -3.887  4.481  1.956
C  -3.619  5.725  1.400
C  -2.800  5.775  0.285
N  -2.263  4.702  -0.269
H  -1.544  -0.177  -1.718
H  -0.604  -0.506  -0.278
H  -0.006  1.395  -2.555
H  0.596  1.835  -0.941
H  4.388  -0.652  -0.763
H  3.491  -1.241  -2.189
H  1.644  -2.582  -1.767
H  1.971  -4.356  0.571
H  -0.111  -2.956  0.603
H  -0.449  -4.687  0.542
H  -0.524  -2.777  -1.844
H  -1.918  -3.474  -1.022
H  -1.361  -4.735  -3.096
H  -1.173  -5.752  -1.665
H  1.070  -4.300  -3.137
H  0.760  -6.034  -3.186
H  2.579  -5.488  -1.571
H  1.190  -6.230  -0.772
H  3.516  0.636  0.686
H  2.701  1.936  -0.191
H  1.613  -1.239  1.517
H  -0.196  -1.314  3.183
H  -1.329  0.765  3.873
H  -0.640  2.922  2.889
H  1.139  2.994  1.203
H  -1.351  2.795  -1.188
H  -3.518  2.363  1.783
H  -4.521  4.395  2.827
H  -4.035  6.627  1.820
H  -2.554  6.714  -0.193

Computed properties:
SMILES   O=C(CCC(=O)N(CC(=O)NC1CCCCC1)Cc1ccccc1)Nc1ccccn1
Kohn-Sham gap   9.605 eV
Energy above the lowest of the compared OMol25 structures with the same formula, charge and spin   50.6 kJ/mol

Entry 2:
Density functional theory data (ωB97M-V/def2-TZVPD) for an isolated molecule of C24H30N4O5.

CARTESIAN COORDINATES (ANGSTROEM)
C  -5.114  -1.063  2.090
O  -4.151  -1.113  1.052
C  -3.691  0.107  0.603
C  -2.331  0.346  0.706
C  -1.799  1.546  0.250
C  -0.337  1.854  0.342
O  0.075  2.972  0.578
N  0.445  0.762  0.132
C  1.837  0.664  0.102
C  2.666  1.771  0.255
C  4.027  1.564  0.157
C  4.560  0.289  -0.093
C  3.739  -0.814  -0.227
C  2.365  -0.626  -0.121
N  1.430  -1.688  -0.253
C  0.983  -2.247  1.017
C  -0.275  -3.086  0.800
C  0.003  -4.191  -0.214
C  0.544  -3.570  -1.498
C  1.788  -2.742  -1.184
N  5.930  0.425  -0.146
C  6.895  -0.612  -0.375
C  6.269  1.748  0.066
O  7.390  2.208  0.086
N  5.089  2.436  0.250
C  5.018  3.849  0.494
C  -2.648  2.513  -0.254
C  -4.019  2.288  -0.389
O  -4.699  3.331  -0.922
C  -6.107  3.324  -1.025
C  -4.547  1.050  0.010
O  -5.894  0.757  -0.154
C  -6.157  -0.287  -1.074
H  -5.384  -2.098  2.293
H  -6.004  -0.499  1.801
H  -4.683  -0.614  2.991
H  -1.722  -0.404  1.185
H  0.000  -0.109  -0.136
H  2.242  2.744  0.430
H  4.154  -1.793  -0.405
H  0.785  -1.428  1.713
H  1.769  -2.882  1.462
H  -0.595  -3.512  1.753
H  -1.081  -2.454  0.422
H  -0.910  -4.753  -0.419
H  0.742  -4.886  0.194
H  0.796  -4.346  -2.222
H  -0.215  -2.921  -1.938
H  2.176  -2.277  -2.093
H  2.563  -3.413  -0.774
H  7.879  -0.146  -0.354
H  6.836  -1.374  0.406
H  6.733  -1.081  -1.348
H  4.453  4.346  -0.297
H  4.538  4.048  1.454
H  6.039  4.228  0.509
H  -2.253  3.464  -0.571
H  -6.373  4.339  -1.321
H  -6.581  3.082  -0.072
H  -6.454  2.625  -1.790
H  -5.660  -1.217  -0.789
H  -5.836  -0.006  -2.083
H  -7.237  -0.429  -1.061

Computed properties:
SMILES   COc1cc(C(=O)Nc2cc3c(cc2N2CCCCC2)n(C)c(=O)n3C)cc(OC)c1OC
Kohn-Sham gap   7.959 eV
Energy above the lowest of the compared OMol25 structures with the same formula, charge and spin   241.3 kJ/mol

Question: Which formula does entry 2 have?
Answer: C24H30N4O5